1.
The following is a quantum chemistry calculation of a 8-piece molecular cluster, C21H43F9N6O13S3 overall in a non-equilibrium geometry, from the OMol25 dataset.

Geometry as XYZ:
```
95
Properties=species:S:1:pos:R:3:mulliken_charge:R:1
C 1.79891 -3.71839 -6.09232 -0.98
C 2.27826 -5.15837 -6.33879 0.50
O 3.17582 -5.74122 -5.73647 -0.41
N 1.42717 -5.89310 -7.35523 -0.14
H 1.53868 -6.89515 -7.41489 0.36
H 0.48113 -5.77850 -7.02060 0.38
C 1.54477 -5.41098 -8.83880 -0.69
H 2.20792 -3.29851 -5.17335 0.31
H 0.70963 -3.68679 -6.06860 0.38
H 2.23396 -3.14590 -6.91151 0.33
H 2.09532 -6.11829 -9.45906 0.33
H 1.91534 -4.38659 -8.87622 0.27
H 0.55703 -5.36605 -9.29754 0.37
C 2.12977 -2.34223 6.83408 -1.04
C 3.19930 -2.90877 5.84752 0.49
O 3.08385 -3.99192 5.29219 -0.45
N 4.35450 -1.97309 5.56728 -0.16
H 4.43890 -1.31475 6.32856 0.40
H 5.20569 -2.51277 5.63313 0.37
C 4.12541 -1.21959 4.22214 -0.80
H 1.24731 -2.96703 6.69625 0.33
H 1.88219 -1.28208 6.78051 0.42
H 2.41017 -2.52179 7.87198 0.36
H 4.87489 -0.42864 4.25000 0.38
H 3.20411 -0.63719 4.23347 0.38
H 4.29032 -1.99609 3.47519 0.33
C -7.35208 -3.75613 0.51660 -0.87
C -8.55105 -2.76203 0.39253 0.41
O -9.66151 -3.12356 0.48234 -0.34
N -8.28674 -1.29414 -0.03271 -0.19
H -7.35726 -1.17172 -0.40847 0.38
H -8.82509 -0.97876 -0.82694 0.38
C -8.50175 -0.26806 1.14123 -0.80
H -6.35332 -3.31993 0.49953 0.35
H -7.35376 -4.56219 -0.21712 0.32
H -7.49232 -4.20760 1.49875 0.29
H -9.58071 -0.24771 1.29470 0.38
H -8.20760 0.72625 0.80522 0.36
H -7.97932 -0.56538 2.05050 0.34
C -0.22826 -8.35614 0.10395 -1.14
C -0.04044 -9.72299 -0.50883 0.58
O 1.07426 -10.12285 -0.91667 -0.42
N -1.30510 -10.54140 -0.75901 -0.15
H -1.99795 -10.07291 -0.19280 0.39
H -1.55779 -10.46451 -1.73386 0.36
C -1.17321 -12.10218 -0.50376 -0.72
H -0.84773 -8.40108 0.99969 0.40
H -0.69192 -7.58485 -0.51105 0.34
H 0.72390 -7.98647 0.48449 0.33
H -0.65485 -12.30255 0.43393 0.33
H -0.67501 -12.49058 -1.39204 0.32
H -2.21050 -12.43542 -0.47101 0.38
C 0.78864 5.00412 -4.88588 -1.08
C 2.36011 5.03601 -4.93273 -0.54
N 2.94665 5.85497 -3.86154 0.20
C 2.92091 7.23773 -3.87014 -0.29
C 3.48376 7.68791 -2.63582 -0.41
N 3.89734 6.55432 -1.91950 0.12
C 3.55947 5.44805 -2.74412 -0.10
C 4.33086 6.49349 -0.51590 -0.80
H 0.26976 4.72954 -3.96748 0.36
H 0.29204 4.27361 -5.52449 0.37
H 0.34965 5.89639 -5.33225 0.35
H 2.64723 5.41492 -5.91359 0.31
H 2.81150 4.04744 -4.84844 0.33
H 2.54966 7.81271 -4.70559 0.41
H 3.70091 8.69081 -2.29901 0.45
H 3.67240 4.39897 -2.51378 0.33
H 4.30361 5.47948 -0.11699 0.31
H 3.60347 7.14463 -0.03111 0.38
H 5.32373 6.91862 -0.36906 0.30
C 3.21737 5.47907 8.57091 0.63
F 4.32117 5.93303 8.03022 -0.22
F 2.70039 6.24246 9.46008 -0.20
F 2.44643 5.06247 7.64352 -0.21
S 3.62737 3.88922 9.73988 1.02
O 4.60433 4.36309 10.70895 -0.66
O 2.34470 3.52861 10.30565 -0.65
O 4.25589 2.86410 8.90068 -0.69
C -2.76590 10.27293 0.24907 0.57
F -3.25665 11.04089 1.23456 -0.21
F -1.57110 9.65538 0.58822 -0.23
F -3.66777 9.39803 -0.16274 -0.21
S -2.35172 11.40070 -1.33828 1.04
O -3.54878 12.30364 -1.39579 -0.66
O -1.12847 12.15194 -1.03049 -0.65
O -2.21316 10.46566 -2.44827 -0.65
C -1.61794 1.96480 2.16038 0.66
F -0.78665 2.94279 1.98036 -0.22
F -1.35197 1.39058 3.31570 -0.23
F -2.83159 2.40395 2.13111 -0.23
S -1.43756 0.70806 0.65955 1.04
O -2.72164 0.51916 0.00342 -0.67
O -0.37396 1.26365 -0.24402 -0.67
O -1.02772 -0.55928 1.24663 -0.69
```

Values from the calculation:
- Lowest unoccupied orbital energy: -0.2439 hartree
- HOMO energy: -8.21 eV
- Net charge: +2

2.
The following is a quantum chemistry calculation of a 8-piece molecular cluster, C21H43FN2O8S5 overall in a non-equilibrium geometry, from the OMol25 dataset.

Geometry as XYZ:
```
80
Properties=species:S:1:pos:R:3:mulliken_charge:R:1
N -0.01875 2.13377 -2.68168 0.27
C 0.87679 1.25459 -2.20205 0.11
C 2.08247 1.85615 -2.05111 -0.35
C 1.89474 3.20666 -2.46097 -0.90
C 0.59933 3.34541 -2.82183 -0.69
H -0.93875 1.99970 -3.05343 0.17
H 0.63917 0.18285 -2.14465 0.11
H 3.03513 1.47706 -1.67530 0.51
H 2.62065 4.02094 -2.46211 0.50
H 0.09769 4.26035 -3.06247 0.40
N -2.91346 0.20229 -3.05819 0.25
C -3.21461 1.40147 -2.53962 -0.73
C -3.52470 2.24405 -3.55757 -0.37
C -3.31903 1.50961 -4.74626 -0.54
C -3.01377 0.25799 -4.39759 -0.39
H -2.65710 -0.58601 -2.49997 0.13
H -3.19759 1.66602 -1.51892 0.28
H -3.77594 3.25388 -3.42803 0.48
H -3.55933 1.85250 -5.75246 0.40
H -2.97700 -0.61727 -5.02659 0.40
C -2.71077 -4.24961 -2.60971 -0.61
S -2.25194 -5.27416 -1.18569 0.49
O -2.49172 -6.69410 -1.58984 -0.65
C -0.43449 -5.12748 -1.27562 -0.38
H -2.38373 -4.76512 -3.48238 0.38
H -2.19684 -3.31980 -2.61282 -0.02
H -3.79349 -4.10796 -2.66612 0.34
H -0.14014 -5.56104 -0.31115 0.31
H -0.20813 -4.07010 -1.34472 -0.26
H -0.17770 -5.81321 -2.07963 0.41
C -3.80827 2.59725 3.83419 -0.56
S -4.81815 4.06140 3.95479 0.47
O -6.14212 3.64717 4.54080 -0.65
C -3.97512 4.97443 5.15815 -0.85
H -2.81744 2.92513 3.54426 0.02
H -4.37762 1.93278 3.15839 0.29
H -3.75451 2.10281 4.79629 0.37
H -3.92361 4.50729 6.12476 0.32
H -4.56343 5.86580 5.38388 0.34
H -2.96943 5.17939 4.75348 0.28
C 3.69827 -4.28959 3.31459 -1.03
S 4.40924 -2.87903 2.51935 0.40
O 3.28092 -2.15494 1.83116 -0.46
C 4.82296 -1.92655 3.94836 -1.06
H 3.30078 -4.96005 2.58358 0.32
H 2.91794 -3.98095 3.99619 0.32
H 4.45128 -4.81641 3.88833 0.43
H 5.46179 -2.46613 4.57798 0.46
H 3.90910 -1.80954 4.49768 0.31
H 5.15185 -0.95129 3.60346 0.32
C -1.65566 0.08902 0.93948 -0.76
S -1.27570 -1.56695 0.41157 0.55
O -0.83966 -1.53089 -1.00537 -0.53
C 0.25155 -1.78075 1.30761 -0.86
H -2.61112 0.44493 0.49717 0.26
H -0.86600 0.81169 0.80517 -0.06
H -1.81817 0.09789 2.01650 0.50
H 1.00843 -1.07405 0.94634 0.17
H 0.58927 -2.79978 1.12606 0.27
H 0.09010 -1.65570 2.40745 0.50
C 3.16544 -1.42451 -3.85422 -1.13
S 2.21993 -2.48302 -2.81996 0.71
O 2.45416 -3.90389 -3.18752 -0.71
C 3.09109 -2.23941 -1.32175 -0.72
H 4.18216 -1.70173 -3.85171 0.40
H 3.06954 -0.34058 -3.75481 0.29
H 2.78973 -1.64027 -4.84020 0.37
H 3.06411 -1.17040 -1.04736 0.16
H 4.17486 -2.40522 -1.34359 0.54
H 2.55109 -2.87253 -0.59585 0.08
C 2.11569 4.09357 1.37560 -0.53
C 1.59858 2.69019 1.28071 1.54
O 0.32525 2.88729 1.86600 -0.18
C 0.31099 3.98970 2.67936 0.50
O -0.53906 4.28246 3.44830 -0.51
O 1.35955 4.76787 2.35096 -0.36
F 2.24076 1.78847 2.03062 -0.32
H 1.99552 4.69114 0.43883 0.29
H 3.15957 4.19263 1.71281 0.33
H 1.59661 2.26443 0.27062 -0.85
```

Values from the calculation:
- Lowest unoccupied orbital energy: 0.0059 hartree
- HOMO energy: -8.53 eV

3.
The following is a quantum chemistry calculation of C21H43N2OP3PtS as an isolated structure in a non-equilibrium geometry, from the OMol25 dataset.

Geometry as XYZ:
```
72
Properties=species:S:1:pos:R:3:lowdin_spin:R:1
Pt -0.09150 0.58449 0.04206 0.47
P -1.05643 2.67134 0.34871 0.14
P 0.32245 0.25300 2.32159 0.04
P -0.88299 0.29636 -2.16252 0.03
H -1.36053 -7.96549 1.47471 0.01
C -1.00433 -7.96496 0.43440 0.41
C 0.28804 -7.89786 0.09854 0.40
H 1.12994 -7.93208 0.80899 0.01
C -2.86342 2.56019 0.58970 0.01
C -0.54507 3.71079 1.75420 0.03
C -0.83876 3.85865 -1.00893 0.03
C 1.12725 -1.32597 2.71821 0.01
C 1.37935 1.44784 3.20884 0.00
C -1.24997 0.23619 3.26568 0.00
C -0.38245 -1.26798 -2.94145 0.01
C -0.38856 1.51597 -3.43209 0.00
C -2.71542 0.29657 -2.23699 0.01
H -1.77201 -8.15139 -0.34330 0.01
H 0.56830 -7.95017 -0.97382 0.01
H -3.24419 3.58431 0.72575 0.00
H -3.06384 1.96628 1.49187 0.00
H -3.33064 2.09492 -0.28792 0.00
H -1.16280 4.61824 1.76142 0.01
H 0.49808 4.01909 1.63966 0.00
H -0.67914 3.19653 2.70905 0.00
H -1.82447 4.20052 -1.34294 0.00
H -0.30445 3.43566 -1.86064 0.00
H -0.26991 4.71919 -0.64109 0.00
H 1.52393 -1.26537 3.73838 0.00
H 1.94071 -1.51676 2.00835 0.00
H 0.40189 -2.14487 2.65289 0.00
H 0.84531 1.86865 4.07185 0.00
H 1.70600 2.26175 2.55207 0.00
H 2.26904 0.90666 3.56037 0.00
H -1.05214 -0.03855 4.31268 0.00
H -1.90775 -0.51788 2.81369 0.00
H -1.74899 1.21547 3.23820 0.00
H -0.50072 -1.16056 -4.02669 0.00
H -1.02172 -2.07842 -2.57232 0.00
H 0.66257 -1.49048 -2.69767 0.00
H -0.37488 1.01631 -4.40920 0.00
H 0.61957 1.89722 -3.23462 0.00
H -1.10873 2.34042 -3.47706 0.00
H -3.06463 -0.18101 -3.16469 0.00
H -3.10319 1.32385 -2.20524 0.00
H -3.10958 -0.26918 -1.38280 0.00
C 0.16171 -2.95236 -0.06809 0.10
C -1.18762 -3.06464 0.43257 0.18
C -1.93770 -4.20441 0.18473 0.00
C -1.36255 -5.25616 -0.52209 0.24
C 0.01002 -5.25027 -0.83665 0.06
C 0.79146 -4.13898 -0.59009 0.23
O 0.82599 -1.86035 -0.15285 0.47
H -1.14153 -0.68354 0.23178 0.13
H -1.62315 -2.21461 0.94875 0.02
H -2.96474 -4.29473 0.53809 0.00
H -1.97719 -6.13087 -0.75793 0.01
H 0.51934 -6.14361 -1.20345 0.00
H 1.85071 -4.06429 -0.86390 0.01
C 2.56493 4.14043 -2.35075 0.00
N 2.86972 3.89717 -0.94384 0.07
C 3.36179 4.86312 -0.08064 0.12
C 3.58762 4.25566 1.12018 0.14
N 3.16748 2.93901 0.97464 0.05
C 2.72135 2.71583 -0.29014 0.03
S 2.24277 1.21111 -0.90149 0.47
H 2.50936 3.15893 -2.82482 0.00
H 1.61751 4.68869 -2.42776 0.00
H 3.35866 4.75432 -2.79552 0.00
H 3.49558 5.87373 -0.44541 0.00
H 3.95319 4.62167 2.06917 0.01
H 3.32604 2.16167 1.61564 0.00
```

Values from the calculation:
- Lowest unoccupied orbital energy (spin up / spin down): -0.3922 / -0.5514 hartree
- Relative energy (zero: lowest compared OMol25 entry of this formula, charge and spin): 0.0 kcal/mol
- HOMO energy (spin up / spin down): -18.01 / -19.87 eV
- Net charge: +4
- Multiplicity: 5